#one
Here is a molecular structure, C15H41NO6 from the OMol25 dataset. Energies are from wB97M-V/def2-TZVPD.

Element x y z (Å)
C -2.222 1.448 -3.025
C -0.757 1.022 -3.130
O -0.421 0.717 -4.230
N 0.314 1.395 -2.101
H 0.463 2.559 -1.988
H -0.066 1.028 -1.222
C 1.716 1.013 -2.468
H -2.401 2.503 -3.322
H -2.684 1.447 -1.831
H -2.829 0.752 -3.478
H 2.104 1.474 -3.342
H 1.634 -0.207 -2.469
H 2.314 1.209 -1.789
O -0.638 0.447 0.097
H -1.189 0.230 0.892
C -1.855 -0.899 -0.851
C -0.876 -1.560 0.038
C -0.576 -3.044 -0.430
O 0.328 -0.945 -0.242
H -2.860 -1.257 -0.824
H -1.680 -0.994 -1.816
H -1.851 0.117 -0.609
H -1.248 -1.595 1.033
H 0.101 -3.589 0.371
H -0.016 -2.956 -1.285
H -1.415 -3.563 -0.615
H 0.400 -0.152 0.154
C 1.255 -1.748 -1.721
C 2.655 -1.861 -2.176
C 2.846 -1.721 -3.746
O 3.533 -0.826 -1.641
H 0.762 -0.767 -1.875
H 1.314 -1.805 -0.799
H 0.492 -2.498 -2.418
H 2.764 -2.954 -1.797
H 2.488 -0.826 -3.998
H 2.213 -2.522 -4.298
H 3.890 -1.744 -4.114
H 3.111 -0.882 -0.711
C -0.797 3.531 2.256
C -1.905 2.483 2.316
C -3.301 3.056 2.951
O -2.470 2.054 1.101
H -0.477 3.668 3.296
H -1.119 4.568 2.034
H -0.103 3.151 1.696
H -1.330 1.762 2.803
H -3.274 3.118 4.134
H -4.042 2.544 2.894
H -3.478 4.011 2.560
H -1.774 1.483 0.464
C 0.259 -1.869 2.990
C 0.906 -0.530 3.123
C 1.987 -0.609 4.207
O 1.412 -0.183 1.843
H 1.022 -2.841 2.753
H -0.320 -1.934 2.106
H -0.294 -2.345 3.879
H 0.362 0.372 3.520
H 2.880 -1.482 4.233
H 1.707 -0.838 5.221
H 2.364 0.335 4.301
H 0.672 0.050 1.096

Output
- Molar mass: 331.49 g mol⁻¹
- Frontier orbital gap: 6.506 eV
- Highest occupied orbital energy: -7.2 eV
- Multiplicity: 1
- Net charge: 0

***

#two
Here is 6 unconnected molecules or ions with the total composition C15H41NO6 from the OMol25 dataset. Energies are from wB97M-V/def2-TZVPD.

Element x y z (Å)
C -0.699 -2.763 -3.073
C -0.101 -3.316 -1.816
O 0.642 -4.322 -1.843
N -0.540 -2.729 -0.432
H -0.199 -1.672 -0.480
H -1.522 -2.670 -0.338
C 0.032 -3.195 0.776
H -1.094 -3.569 -3.738
H 0.131 -2.199 -3.699
H -1.133 -1.973 -2.731
H 0.137 -4.214 0.424
H -0.379 -2.946 1.611
H 0.981 -2.875 0.575
O -0.102 -0.211 0.087
H -0.182 0.802 0.213
C 1.219 2.784 -3.801
C 0.221 2.106 -2.809
C -1.178 2.260 -3.155
O 0.407 0.803 -2.696
H 1.164 3.903 -3.653
H 0.987 2.657 -4.895
H 2.240 2.434 -3.639
H 0.402 2.413 -1.746
H -1.538 1.766 -3.938
H -1.460 3.280 -3.471
H -1.770 2.156 -2.317
H -0.062 0.459 -1.954
C 3.539 1.398 0.390
C 3.293 0.187 -0.471
C 4.494 -0.574 -0.834
O 2.417 -0.621 0.340
H 4.053 2.216 0.071
H 3.899 1.154 1.359
H 2.762 2.227 0.442
H 2.563 0.433 -1.399
H 4.306 -1.551 -1.618
H 4.910 -0.941 0.127
H 5.294 -0.076 -1.409
H 1.663 -0.474 0.135
C 0.235 1.319 3.348
C 0.474 -0.212 3.687
C 0.146 -0.524 5.075
O -0.470 -0.726 2.783
H -0.990 1.519 3.588
H 0.373 1.552 2.335
H 0.967 1.725 4.005
H 1.388 -0.608 3.483
H -0.834 -0.205 5.394
H 1.043 -0.009 5.735
H 0.133 -1.591 5.249
H -0.227 -0.387 1.885
C -2.994 1.668 1.023
C -3.197 0.159 0.896
C -4.641 -0.257 0.702
O -2.751 -0.178 -0.351
H -3.357 1.700 1.940
H -3.380 2.392 0.232
H -1.949 1.776 1.088
H -2.693 -0.451 1.744
H -5.264 0.659 0.236
H -5.263 -0.609 1.594
H -4.800 -1.030 -0.024
H -1.747 -0.224 -0.244

Output
- Molar mass: 331.49 g mol⁻¹
- Frontier orbital gap: 8.852 eV
- Highest occupied orbital energy: -9.2 eV
- Multiplicity: 1
- Net charge: 0

***

Most stable of them? #two.

***

#one
Here is C2H6N4OS in the gas phase from the OMol25 dataset. Energies are from wB97M-V/def2-TZVPD.

Element x y z (Å)
H 2.303 -1.512 -0.697
N 1.961 -2.115 0.050
C 0.924 -1.612 0.564
N 0.333 -0.376 0.177
N 0.972 0.279 -0.887
C -0.709 0.182 0.863
S -1.222 -0.281 2.368
N -1.319 1.282 0.264
O -1.638 1.147 -1.110
H 0.390 -2.089 1.367
H 0.326 0.363 -1.647
H 1.264 1.219 -0.600
H -2.178 1.506 0.775
H -1.406 2.008 -1.487

Output
- Molar mass: 134.16 g mol⁻¹
- Frontier orbital gap: 8.956 eV
- SMILES: [H]/N=C\N(N)C(=S)NO
- Highest occupied orbital energy: -8.9 eV
- Multiplicity: 1
- Net charge: 0

***

#two
Here is C2H6N4OS in the gas phase from the OMol25 dataset. Energies are from wB97M-V/def2-TZVPD.

Element x y z (Å)
N 0.415 2.034 -0.079
N -0.837 1.263 0.183
C -0.585 0.101 0.074
N -1.708 -0.749 0.049
N -3.050 -0.283 -0.117
C 0.610 -0.684 -0.083
O 0.528 -1.881 0.081
S 2.265 -0.019 -0.129
H 0.979 1.987 0.987
H -0.177 3.030 -0.092
H -1.469 -1.533 0.663
H -3.088 0.874 0.237
H -3.246 -0.107 -1.111
H 2.655 -1.257 0.525

Output
- Molar mass: 134.16 g mol⁻¹
- Frontier orbital gap: 8.738 eV
- SMILES: N/N=C(/NN)C(=O)S
- Highest occupied orbital energy: -9.0 eV
- Multiplicity: 1
- Net charge: 0

***

#three
Here is 2 unconnected molecules or ions with the total composition C2H6N4OS from the OMol25 dataset. Energies are from wB97M-V/def2-TZVPD.

Element x y z (Å)
C -0.194 0.057 -0.207
C 0.920 1.054 -0.654
H -0.544 -1.873 1.649
H 0.561 -2.812 0.896
H -1.979 -0.756 0.139
H -2.750 2.367 0.616
H 2.151 -0.434 -0.361
H 3.221 1.007 -0.630
N -0.303 -2.122 0.806
N 0.470 -1.019 0.201
N -1.578 0.242 0.007
N 2.047 0.465 -1.112
O 0.542 2.233 -0.731
S -2.562 1.591 -0.618

Output
- Molar mass: 134.16 g mol⁻¹
- Frontier orbital gap: 9.337 eV
- Highest occupied orbital energy: -9.1 eV
- Multiplicity: 1
- Net charge: 0

***

Most stable of them? #one.

***

#one
Here is C5H12NO2PS in the gas phase from the OMol25 dataset. Energies are from wB97M-V/def2-TZVPD.

Element x y z (Å)
C 1.796 0.788 0.381
C 0.494 0.888 -0.379
C 0.221 2.237 -1.038
N -0.579 0.587 0.529
C -1.220 -0.830 0.216
P -0.255 -2.097 0.912
O -0.963 -3.301 0.546
O -0.244 -1.787 2.509
C -1.174 -1.005 -1.281
S 0.441 -0.482 -1.697
H 1.584 0.400 1.427
H 2.322 1.782 0.381
H 2.482 -0.017 0.004
H -0.758 2.336 -1.516
H 0.964 2.409 -1.668
H 0.239 3.067 -0.363
H -1.171 1.358 0.407
H -2.075 -0.953 0.777
H 1.082 -2.245 0.566
H 0.072 -0.849 2.588
H -1.377 -1.989 -1.574
H -1.883 -0.296 -1.726

Output
- Molar mass: 181.20 g mol⁻¹
- Frontier orbital gap: 9.649 eV
- SMILES: CC1(C)N[C@H]([P@H](=O)O)CS1
- Highest occupied orbital energy: -9.1 eV
- Multiplicity: 1
- Net charge: 0

***

#two
Here is C5H12NO2PS in the gas phase from the OMol25 dataset. Energies are from wB97M-V/def2-TZVPD.

Element x y z (Å)
C 0.129 0.069 1.667
C 0.339 0.276 0.275
N -0.353 0.155 -0.743
C -1.778 -0.243 -0.885
C -2.486 -0.058 0.460
S -4.390 0.287 -0.018
P 2.139 0.617 -0.243
C 2.849 -0.993 -0.863
O 2.827 1.320 0.807
O 1.908 1.511 -1.543
H -0.124 0.957 2.211
H 1.096 -0.337 2.066
H -0.603 -0.644 1.940
H -1.712 -1.394 -1.306
H -2.067 0.334 -1.759
H -2.526 -0.997 1.088
H -2.140 0.791 0.939
H -4.722 0.644 1.223
H 2.104 -1.376 -1.577
H 3.604 -0.697 -1.574
H 3.207 -1.737 -0.120
H 2.699 1.517 -2.046

Output
- Molar mass: 181.20 g mol⁻¹
- Frontier orbital gap: 9.430 eV
- SMILES: C/C(=N\CCS)[P@](C)(=O)O
- Highest occupied orbital energy: -8.8 eV
- Multiplicity: 1
- Net charge: 0

***

Most stable of them? #one.

***

#one
Here is a molecular structure, C5H7N3 from the OMol25 dataset. Energies are from wB97M-V/def2-TZVPD.

Element x y z (Å)
C 0.694 0.226 1.105
C 0.608 -1.041 0.201
C 0.421 0.818 -0.358
C -1.042 1.215 -0.706
C -0.951 -1.377 0.151
H 1.654 0.656 1.445
H 0.015 0.563 1.911
H 1.174 -1.960 0.466
H 2.076 0.022 -0.715
H 0.940 1.756 -0.519
H -1.250 2.094 -1.257
H -1.175 -2.245 0.553
N 0.931 -0.312 -1.085
N -2.099 0.464 -0.788
N -1.993 -0.879 -0.404

Output
- Molar mass: 109.13 g mol⁻¹
- Frontier orbital gap: 9.326 eV
- Highest occupied orbital energy: -9.3 eV
- Multiplicity: 1
- Net charge: 0

***

#two
Here is C5H7N3 in the gas phase from the OMol25 dataset. Energies are from wB97M-V/def2-TZVPD.

Element x y z (Å)
C -1.293 0.580 1.155
N -0.562 1.005 -0.090
C 0.852 1.292 0.092
C 1.751 0.286 0.721
N 2.513 -0.517 1.013
C -0.909 0.213 -1.247
C -0.960 -1.226 -1.018
N -0.858 -2.351 -0.753
H -0.988 -0.416 1.579
H -1.116 1.337 1.944
H -2.339 0.570 0.898
H 1.305 1.506 -0.866
H 0.948 2.214 0.647
H -0.219 0.419 -2.063
H -1.889 0.541 -1.553

Output
- Molar mass: 109.13 g mol⁻¹
- Frontier orbital gap: 10.564 eV
- SMILES: CN(CC#N)CC#N
- Highest occupied orbital energy: -10.0 eV
- Multiplicity: 1
- Net charge: 0

***

#three
Here is 2 unconnected molecules or ions with the total composition C5H7N3 from the OMol25 dataset. Energies are from wB97M-V/def2-TZVPD.

Element x y z (Å)
N 0.775 -2.206 0.399
C -0.230 -1.639 0.349
C -1.327 -0.821 0.344
N -2.510 -0.926 -0.225
C -3.115 0.268 0.013
C -2.344 1.110 0.752
N -1.186 0.396 0.898
H -4.029 0.623 -0.417
H -2.618 2.090 0.952
H -0.523 0.588 1.565
C 3.419 0.083 -0.898
H 2.356 0.247 -1.084
H 3.728 -0.917 -1.128
H 4.050 0.671 -1.578
H 3.556 0.434 0.057

Output
- Molar mass: 109.13 g mol⁻¹
- Frontier orbital gap: 10.143 eV
- SMILES: N#Cc1ncc[nH]1.C
- Highest occupied orbital energy: -9.6 eV
- Multiplicity: 1
- Net charge: 0

***

Most stable of them? #three.

***

#one
Here is a molecular structure, C5H7N3 from the OMol25 dataset. Energies are from wB97M-V/def2-TZVPD.

Element x y z (Å)
C 1.903 1.090 -0.292
C -0.746 0.693 -0.475
C 0.672 0.488 -0.391
C -1.588 1.635 0.290
C 0.920 -2.347 0.357
N 2.890 1.649 -0.219
N -0.893 -0.785 -0.150
N 0.379 -0.869 -0.067
H -1.081 0.684 -1.551
H -1.901 2.431 -0.324
H -1.005 1.976 1.087
H -2.514 1.127 0.569
H 0.506 -3.121 -0.320
H 0.473 -2.358 1.323
H 1.985 -2.294 0.163

Output
- Molar mass: 109.13 g mol⁻¹
- Frontier orbital gap (spin up / spin down): 8.321 / 8.322 eV
- Highest occupied orbital energy (spin up / spin down): -8.0 / -8.0 eV
- Multiplicity: 1
- Net charge: 0

***

#two
Here is C5H7N3 in the gas phase from the OMol25 dataset. Energies are from wB97M-V/def2-TZVPD.

Element x y z (Å)
C -0.891 -2.475 -0.882
C -1.358 -1.975 0.346
C 0.082 -1.607 -1.314
C -0.525 -0.902 0.727
C 1.494 2.031 1.323
N 0.295 -0.679 -0.349
N 0.695 1.240 0.609
N 1.146 0.391 -0.365
H -1.128 -3.415 -1.314
H -2.201 -2.152 1.005
H 0.718 -1.796 -2.088
H 0.994 2.747 2.004
H 2.541 1.855 1.319
H -0.354 0.974 0.899
H 2.148 0.088 -0.203

Output
- Molar mass: 109.13 g mol⁻¹
- Frontier orbital gap (spin up / spin down): 6.374 / 6.371 eV
- Highest occupied orbital energy (spin up / spin down): -7.1 / -7.1 eV
- Multiplicity: 1
- Net charge: 0

***

Most stable of them? #one.